Entry 1:
Computed, not measured: a molecular structure, C29H23IrN4OPS, with ωB97M-V/def2-TZVPD.

Structure (XYZ):
```
60
Properties=species:S:1:pos:R:3:forces:R:3
Ir -0.7657 -1.5044 -0.3833 -0.136 0.032 0.047
N 2.8436 -2.2722 1.4010 -0.008 -0.042 0.060
C 3.4907 -1.8663 0.2406 0.034 0.010 -0.071
C 4.8440 -1.7978 -0.0733 -0.018 0.003 0.005
C 5.1523 -1.3473 -1.3377 0.023 -0.001 -0.002
C 4.1500 -0.9850 -2.2543 -0.015 0.007 -0.030
C 2.8101 -1.0608 -1.9385 0.019 0.000 0.031
C 2.4839 -1.5110 -0.6617 -0.057 0.037 0.062
N 1.2517 -1.7055 -0.0233 0.214 -0.107 0.099
C 1.5325 -2.1642 1.1982 -0.033 0.093 -0.120
C 0.4237 -2.4693 2.0775 0.012 -0.024 0.024
C 0.3367 -2.9863 3.3261 0.035 0.013 -0.003
S -1.2987 -3.1670 3.7787 -0.034 -0.005 -0.020
C -1.8012 -2.5518 2.2933 -0.084 0.012 -0.025
N -0.8098 -2.2192 1.4942 0.131 -0.094 0.087
H 3.2925 -2.6271 2.2327 -0.003 0.008 -0.001
H 5.6137 -2.0884 0.6287 -0.008 -0.002 0.008
H 6.1889 -1.2799 -1.6378 -0.002 0.003 0.000
H 4.4451 -0.6503 -3.2397 -0.009 -0.002 0.001
H 2.0513 -0.8033 -2.6583 -0.100 0.035 -0.084
H 1.1327 -3.2818 3.9921 -0.001 0.003 0.001
H -2.8427 -2.4561 2.0275 0.009 -0.002 -0.004
O -3.1056 -3.0139 -0.7223 0.003 -0.259 -0.082
N -2.7801 -1.6674 -0.5583 0.098 0.066 0.056
C -3.7763 -0.8937 -0.3590 -0.199 0.085 0.097
C -3.7218 0.5168 -0.0345 0.001 0.102 -0.070
C -4.9673 1.1379 0.0627 0.008 0.010 0.007
C -5.0741 2.4984 0.3217 -0.025 0.018 -0.004
C -3.9297 3.2553 0.4820 0.016 -0.005 -0.008
C -2.6754 2.6501 0.4022 0.028 -0.023 0.057
C -2.5537 1.2881 0.1575 0.045 0.082 -0.030
P -0.8722 0.6857 -0.0374 -0.045 -0.041 0.024
C -0.2995 0.9282 -1.7171 -0.011 0.087 -0.015
C -0.6980 -0.1444 -2.5401 -0.140 -0.183 0.117
C -0.2828 -0.2185 -3.8644 0.119 0.048 -0.008
C 0.5104 0.8047 -4.3685 0.017 -0.089 -0.058
C 0.9212 1.8539 -3.5527 -0.017 0.018 0.041
C 0.5409 1.9126 -2.2154 -0.019 0.003 -0.017
C 0.1873 1.3274 1.2280 0.035 0.047 -0.059
C -0.3234 1.5860 2.5062 -0.008 -0.039 -0.011
C 0.5279 2.0307 3.5036 -0.027 -0.017 -0.005
C 1.8778 2.2185 3.2322 0.027 0.002 -0.026
C 2.3893 1.9543 1.9649 0.003 0.013 0.036
C 1.5524 1.5021 0.9611 -0.032 0.002 -0.017
H -3.2818 -3.1658 -1.6664 -0.022 -0.047 0.001
H -4.7619 -1.3478 -0.4330 0.018 -0.017 -0.002
H -5.8677 0.5517 -0.0735 0.004 -0.008 -0.005
H -6.0505 2.9588 0.3879 0.001 0.002 0.003
H -3.9988 4.3184 0.6702 0.005 0.000 0.005
H -1.7907 3.2609 0.5380 0.001 0.001 0.014
H -1.5258 -0.8256 -2.2463 0.161 0.169 -0.114
H -0.6076 -1.0277 -4.5046 -0.001 -0.005 0.011
H 0.8067 0.7862 -5.4092 0.003 0.010 0.005
H 1.5392 2.6405 -3.9657 -0.002 0.005 0.007
H 0.8761 2.7270 -1.5870 0.002 0.025 -0.015
H -1.3763 1.4542 2.7209 -0.035 0.015 -0.011
H 0.1374 2.2445 4.4892 -0.004 0.005 0.001
H 2.5350 2.5830 4.0108 0.002 0.001 0.000
H 3.4384 2.1180 1.7580 0.002 -0.004 0.002
H 1.9554 1.3060 -0.0245 0.021 -0.054 0.012
```
Forces are in eV/Å.

## Properties
net charge	+3
gap between HOMO and LUMO	6.85	eV
HOMO energy	-0.6202	Eh

***

Entry 2:
Computed, not measured: a molecular structure, C32H64InN6O3Si, with ωB97M-V/def2-TZVPD.

Structure (XYZ):
```
107
Properties=species:S:1:pos:R:3:forces:R:3
In 0.5085 1.1049 0.3572 -0.154 0.592 -0.352
N 1.3412 3.2722 -1.4581 0.099 -0.147 -0.101
C 2.5880 3.8412 -0.9606 0.035 0.040 -0.051
C 3.3185 2.9479 0.0279 -0.057 0.026 0.080
O 4.4291 3.3417 0.4085 -0.089 -0.035 -0.077
N 2.6666 1.8500 0.4240 -0.151 -0.092 0.405
C 3.2095 1.2478 1.6382 0.222 -0.137 -0.244
C 2.2136 1.3195 2.7781 0.074 0.131 0.101
O 2.6147 1.2585 3.9393 -0.042 0.077 0.071
O 0.9800 1.4204 2.4341 -0.339 -0.448 0.048
H 1.5454 2.4872 -2.0577 0.068 -0.040 -0.157
H 0.8410 3.9487 -2.0223 -0.031 -0.009 0.016
H 2.3635 4.7563 -0.4069 -0.008 0.008 -0.032
H 3.3010 4.1130 -1.7466 -0.032 -0.021 -0.008
H 4.1360 1.7305 1.9389 0.013 -0.001 0.009
H 3.4179 0.1733 1.5058 0.018 0.110 0.012
N -0.3496 -1.6457 2.0652 0.083 -0.111 0.372
C -0.1419 -2.2524 3.3913 -0.073 -0.099 -0.019
C 0.8220 -1.4993 4.2945 -0.012 -0.023 0.076
N 2.2020 -1.5579 3.8507 0.153 -0.023 0.082
C 3.0105 -2.6662 4.3230 -0.072 0.003 0.020
C 2.9794 -3.8738 3.3849 0.026 -0.001 -0.028
N 3.2965 -3.5473 1.9979 -0.044 -0.071 -0.046
H -1.1818 -1.0707 2.0963 -0.040 0.197 0.004
H -0.5735 -2.3990 1.4348 -0.092 0.027 -0.207
H 0.2519 -3.2591 3.2428 -0.033 -0.035 -0.051
H -1.0969 -2.3754 3.9194 0.010 0.029 0.077
H 0.7174 -1.9267 5.3083 -0.018 0.032 0.003
H 0.5230 -0.4498 4.3509 0.078 -0.004 -0.066
H 2.6576 -0.6840 4.0821 -0.114 0.084 -0.109
H 2.7326 -2.9904 5.3426 -0.025 0.019 -0.025
H 4.0443 -2.3105 4.3702 0.021 -0.021 0.030
H 1.9924 -4.3403 3.4050 -0.006 -0.013 -0.001
H 3.6792 -4.6322 3.7483 0.026 0.014 -0.023
H 4.2471 -3.1958 1.9414 0.017 -0.008 0.012
H 2.7094 -2.7574 1.7391 0.016 0.031 0.020
C -4.1729 -0.9595 3.6737 0.011 -0.005 -0.012
C -3.9400 -0.2640 2.3573 -0.040 -0.031 -0.030
C -4.8506 -0.4228 1.3112 0.088 0.048 0.013
C -4.6545 0.2408 0.1084 -0.070 -0.046 0.005
C -5.6162 0.0623 -1.0386 0.005 -0.003 0.002
C -3.5404 1.0575 -0.0525 0.078 -0.076 -0.101
C -2.5820 1.2193 0.9543 -0.200 -0.135 0.218
C -2.8344 0.5499 2.1689 0.110 0.011 -0.052
N -1.4454 2.0257 0.8710 0.441 0.046 -0.736
C -1.6755 3.4601 0.6144 0.098 0.115 0.496
C -0.4151 4.1872 1.1026 0.007 0.026 -0.033
C -2.8476 3.9600 1.4729 0.034 0.019 0.029
C -1.9380 3.8592 -0.8431 -0.044 -0.035 -0.040
H -5.2219 -0.8956 3.9685 0.008 0.002 0.013
H -3.5662 -0.5189 4.4648 0.007 -0.003 -0.004
H -3.9180 -2.0202 3.6088 0.018 -0.011 -0.006
H -5.7232 -1.0542 1.4454 -0.003 -0.007 -0.003
H -6.5217 -0.4553 -0.7206 0.000 0.000 0.001
H -5.1589 -0.5240 -1.8401 -0.001 0.006 0.004
H -5.9040 1.0252 -1.4647 0.000 -0.003 -0.002
H -3.4095 1.5568 -1.0030 0.045 0.044 0.008
H -2.1364 0.7317 2.9817 0.007 -0.016 -0.014
H -0.1591 3.8382 2.1026 -0.027 0.037 0.034
H -0.5781 5.2683 1.1203 0.011 0.018 -0.004
H 0.4342 3.9854 0.4454 -0.174 0.002 0.161
H -2.6437 3.7632 2.5274 -0.010 -0.004 -0.002
H -3.7870 3.4711 1.2095 0.003 -0.001 -0.020
H -2.9747 5.0370 1.3362 -0.004 0.004 0.012
H -1.1726 3.4191 -1.4740 -0.006 -0.022 -0.090
H -1.8943 4.9473 -0.9531 -0.001 0.004 0.001
H -2.9175 3.5329 -1.1961 0.004 0.000 0.030
C -1.6317 -2.0508 -0.8865 0.006 -0.141 0.066
C -0.2472 -2.2602 -1.5336 -0.005 -0.013 -0.067
C -0.4971 -3.1932 -2.7335 0.077 0.049 -0.061
C 0.6632 -3.0630 -0.5878 -0.031 0.088 0.071
Si 0.5910 -0.5162 -1.8914 0.058 -0.301 -0.064
C -0.3328 0.1996 -3.4855 0.094 0.014 -0.070
C 0.0660 -0.5406 -4.7754 -0.015 0.006 0.012
C -1.8493 0.0656 -3.3055 -0.020 0.006 -0.064
C -0.0913 1.6818 -3.7924 -0.011 -0.007 0.058
C 2.4796 -0.8145 -2.3404 -0.004 -0.113 -0.068
C 2.7084 -2.0075 -3.2899 -0.020 0.043 -0.002
C 3.1163 0.4071 -3.0147 -0.032 0.096 0.008
C 3.3109 -1.0720 -1.0755 -0.007 -0.092 -0.006
H -2.4058 -1.9275 -1.6419 -0.003 0.026 0.038
H -1.6921 -1.1808 -0.2383 0.001 0.092 0.177
H -1.9168 -2.9360 -0.3030 0.044 0.007 0.017
H -0.9213 -4.1325 -2.3566 0.012 0.002 0.013
H 0.4150 -3.4450 -3.2770 -0.045 0.021 0.011
H -1.2178 -2.7857 -3.4408 -0.004 0.007 -0.023
H 0.1302 -3.9573 -0.2380 -0.016 0.038 0.044
H 0.9868 -2.4920 0.2800 -0.013 0.014 -0.005
H 1.5609 -3.4137 -1.0896 0.021 -0.049 -0.069
H -0.0752 -1.6175 -4.7280 0.015 -0.018 0.027
H 1.1053 -0.3478 -5.0441 -0.035 0.016 -0.014
H -0.5528 -0.1629 -5.5995 -0.022 -0.012 0.008
H -2.1834 -0.9686 -3.3319 -0.002 0.010 -0.028
H -2.3575 0.5902 -4.1247 0.000 0.009 0.009
H -2.1847 0.5070 -2.3669 -0.012 -0.001 0.044
H 0.9584 1.9284 -3.9416 0.040 0.014 -0.002
H -0.5018 2.3208 -3.0172 -0.004 0.072 0.132
H -0.6150 1.9336 -4.7229 0.010 0.007 0.007
H 2.1597 -1.9270 -4.2282 0.039 -0.017 0.048
H 2.4526 -2.9602 -2.8323 -0.022 -0.034 0.039
H 3.7757 -2.0536 -3.5386 0.005 0.007 0.011
H 2.6237 0.6919 -3.9447 0.002 0.000 -0.006
H 4.1586 0.1722 -3.2595 0.004 0.002 0.001
H 3.1501 1.2672 -2.3444 -0.047 0.049 0.040
H 2.9946 -1.9626 -0.5331 0.012 0.040 0.005
H 3.2773 -0.2134 -0.4095 0.004 -0.013 -0.059
H 4.3585 -1.2262 -1.3637 0.007 0.016 0.001
```
Forces are in eV/Å.

## Properties
net charge	-1
gap between HOMO and LUMO	7.24	eV
HOMO energy	-0.1754	Eh

***

Entry 3:
Computed, not measured: a single C5H8 molecule, with ωB97M-V/def2-TZVPD.

Structure (XYZ):
```
13
Properties=species:S:1:pos:R:3:forces:R:3
C -0.0581 2.0345 -0.1470 0.005 0.068 -0.020
C -0.4248 0.6375 0.2540 0.049 0.019 0.001
C -0.4349 -1.8684 0.1074 0.013 -0.090 0.003
C 0.2036 -0.5164 -0.1288 0.134 0.133 -0.063
C 1.5345 -0.2423 -0.5166 -0.264 -0.296 0.096
H 0.8029 2.4234 0.4044 -0.211 -0.055 -0.018
H 0.2219 2.0501 -1.2049 0.030 -0.014 0.183
H -0.9040 2.7053 0.0283 0.089 -0.077 -0.041
H -1.2800 0.5353 0.9302 0.133 0.046 -0.066
H -0.7969 -1.9896 1.1361 0.085 0.072 -0.161
H 0.2735 -2.6743 -0.1059 -0.103 0.112 0.050
H -1.2948 -1.9902 -0.5597 0.105 -0.038 0.087
H 2.1573 -1.1049 -0.1977 -0.064 0.120 -0.053
```
Forces are in eV/Å.

## Properties
gap between HOMO and LUMO (spin up / spin down)	7.76 / 7.76	eV
HOMO energy (spin up / spin down)	-0.2999 / -0.2999	Eh

***

Entry 4:
Computed, not measured: a molecular structure, C25H14Br3Cl2INO4PtS, with ωB97M-V/def2-TZVPD.

Structure (XYZ):
```
52
Properties=species:S:1:pos:R:3:forces:R:3
Pt 0.1577 1.4118 0.2801 -1.532 -1.042 1.046
Br -0.3640 2.4278 3.5477 -0.466 0.060 0.216
C -1.9656 2.2520 2.5669 0.695 0.256 0.896
C -3.2093 2.5484 3.1058 0.160 -0.091 -0.242
C -4.3222 2.3840 2.2942 0.133 -0.084 -0.171
C -4.1658 1.9355 0.9876 0.433 0.013 0.160
C -2.8807 1.6767 0.5388 -0.354 -0.470 -0.935
N -1.8205 1.8272 1.3240 2.114 -0.034 -0.889
C -2.5437 1.1560 -0.8598 -2.638 -0.785 1.275
O -3.3239 0.4080 -1.4175 0.005 1.024 0.116
O -1.4136 1.5159 -1.3050 3.349 1.398 0.128
H -3.2951 2.9025 4.1214 0.083 -0.035 0.026
H -5.3054 2.6010 2.6835 -0.070 0.043 0.013
H -4.9988 1.8008 0.3180 -0.034 -0.098 -0.102
Cl 2.3255 0.9890 -0.9758 -1.868 -0.309 0.131
C 3.3524 2.0835 -0.1284 0.550 1.490 0.968
C 4.7059 1.8135 -0.0584 -0.085 -0.138 -0.050
C 5.5469 2.6983 0.6060 -0.189 0.045 -0.087
C 5.0446 3.8602 1.1651 -0.092 -0.128 -0.147
C 3.6894 4.1393 1.0842 -0.150 -0.854 -0.352
Cl 3.0829 5.5823 1.7685 -0.219 0.284 0.122
C 2.7980 3.2412 0.4550 0.969 -0.498 0.054
S 1.1130 3.6286 0.4400 -1.528 -0.880 -0.442
H 5.1047 0.9194 -0.5137 0.005 -0.102 0.004
H 6.5990 2.4773 0.6855 0.088 -0.034 -0.036
H 5.6955 4.5556 1.6709 0.042 0.069 0.052
Br 1.1118 -3.0516 -3.9239 0.175 -0.359 -0.636
C -0.4321 -2.3868 -4.8122 0.142 0.033 0.476
C -0.7211 -2.7491 -6.1141 0.060 -0.023 0.035
C -1.8645 -2.2429 -6.7125 0.039 0.030 0.091
C -2.7022 -1.3888 -6.0120 -0.016 -0.022 -0.030
C -2.4198 -1.0412 -4.6999 0.078 0.045 0.131
C -1.2767 -1.5435 -4.1013 0.387 -0.001 0.460
I -0.7783 -1.1128 -2.0898 -0.236 -0.776 -1.353
H -0.0630 -3.4215 -6.6410 0.046 -0.040 -0.074
H -2.0992 -2.5226 -7.7269 -0.025 -0.016 -0.116
H -3.5859 -0.9938 -6.4886 -0.096 0.030 -0.022
H -3.0731 -0.3894 -4.1403 -0.074 0.051 0.035
Br 0.7940 -3.4559 -0.1461 0.260 -0.319 0.525
C 0.6877 -3.3494 1.7540 0.159 -0.160 -0.578
C 0.7389 -4.5273 2.4797 -0.076 0.130 -0.047
C 0.6571 -4.4776 3.8607 0.018 0.061 -0.075
C 0.5414 -3.2566 4.5072 0.015 0.115 0.038
C 0.5401 -2.0791 3.7781 0.123 -0.055 0.065
C 0.6092 -2.1155 2.3894 -0.042 0.120 -0.041
C 0.4751 -0.8528 1.6119 -0.676 -1.703 0.310
O 1.2052 0.1303 1.8646 0.337 2.151 -0.686
O -0.4257 -0.7985 0.7349 0.041 1.621 -0.496
H 0.8307 -5.4666 1.9591 0.022 -0.092 -0.026
H 0.6985 -5.3967 4.4253 -0.051 -0.045 0.073
H 0.4534 -3.2223 5.5811 0.051 0.027 0.121
H 0.4918 -1.1235 4.2778 -0.062 0.099 0.064
```
Forces are in eV/Å.

## Properties
net charge	+1
gap between HOMO and LUMO (spin up / spin down)	3.79 / 3.79	eV
HOMO energy (spin up / spin down)	-0.3844 / -0.3844	Eh

***

Table of ΔE to the lowest compared entry with this formula, charge and spin (kcal/mol), in record order: 0.0; 19.5; 85.8; 63.1